The following is a quantum chemistry calculation of C47H31ClF12IN2O4PPt as an isolated structure, from the Open Molecules 2025 dataset.

```
! wB97M-V def2-TZVPD RIJCOSX def2/J DEFGRID3
* xyz 0 5
Pt -0.860 -0.212 0.366
C -1.575 6.833 2.306
C -1.556 5.337 2.208
C -1.398 4.551 3.350
C -1.362 3.187 3.254
C -1.484 2.516 2.003
N -1.408 1.169 1.986
C -1.639 0.424 3.134
C -2.854 0.589 3.811
C -3.140 -0.147 4.939
C -2.217 -1.054 5.446
C -2.520 -1.861 6.675
C -0.998 -1.201 4.786
C -0.702 -0.503 3.630
C 0.687 -0.562 2.967
O 0.795 0.066 1.764
C 1.225 -2.018 2.767
F 1.114 -2.833 3.830
F 0.583 -2.612 1.746
F 2.530 -1.985 2.438
C 1.652 0.196 3.934
F 1.845 -0.450 5.100
F 2.856 0.406 3.388
F 1.136 1.409 4.225
C -1.630 3.318 0.840
C -1.663 4.694 0.976
C -1.739 2.702 -0.564
O -2.001 1.374 -0.658
C -2.930 3.376 -1.342
F -3.991 3.531 -0.528
F -2.635 4.596 -1.849
F -3.319 2.619 -2.371
C -0.417 3.058 -1.314
F 0.610 2.414 -0.735
F -0.496 2.675 -2.595
F -0.090 4.368 -1.315
H -1.994 7.147 3.261
H -0.555 7.222 2.248
H -2.149 7.279 1.496
H -1.297 5.025 4.319
H -1.201 2.587 4.137
H -3.573 1.287 3.401
H -4.094 -0.016 5.436
H -3.443 -1.526 7.144
H -2.637 -2.915 6.410
H -1.709 -1.792 7.401
H -0.274 -1.874 5.218
H -1.780 5.317 0.101
Cl -3.888 -6.131 -1.975
C -3.394 -4.805 -0.971
C -3.560 -4.886 0.387
C -3.146 -3.842 1.216
I -3.427 -3.947 3.281
C -2.504 -2.700 0.731
O -2.070 -1.747 1.485
C -2.366 -2.628 -0.696
N -1.817 -1.492 -1.175
C -1.743 -1.283 -2.467
C -2.172 -2.244 -3.393
C -2.692 -3.429 -2.943
C -2.822 -3.655 -1.556
H -4.022 -5.764 0.817
H -1.349 -0.323 -2.776
H -2.090 -2.042 -4.451
H -3.027 -4.191 -3.633
O 0.873 -0.490 -1.252
P 2.049 -0.520 -2.175
C 2.185 -2.199 -2.844
C 1.778 -3.221 -1.986
C 1.788 -4.536 -2.421
C 2.205 -4.833 -3.712
C 2.617 -3.818 -4.563
C 2.608 -2.499 -4.134
C 3.609 -0.120 -1.369
C 3.587 0.413 -0.085
C 4.786 0.729 0.540
C 5.991 0.514 -0.113
C 6.008 -0.027 -1.393
C 4.819 -0.347 -2.023
C 1.897 0.560 -3.619
C 0.903 0.269 -4.551
C 0.706 1.102 -5.637
C 1.511 2.222 -5.806
C 2.511 2.507 -4.889
C 2.702 1.680 -3.792
H 1.444 -2.966 -0.987
H 1.469 -5.327 -1.755
H 2.208 -5.860 -4.056
H 2.942 -4.054 -5.569
H 2.919 -1.704 -4.802
H 2.641 0.558 0.423
H 4.772 1.138 1.541
H 6.923 0.763 0.377
H 6.951 -0.203 -1.896
H 4.819 -0.777 -3.019
H 0.284 -0.610 -4.408
H -0.079 0.883 -6.349
H 1.349 2.879 -6.651
H 3.145 3.373 -5.026
H 3.462 1.912 -3.056
*
```

energy relative to the best compared isomer or geometry (same formula, charge and spin): 4.0 kcal/mol
expectation value of S²: 6.055
HOMO-LUMO gap (spin up / spin down): 7.43 / 5.61 eV
highest occupied orbital energy (spin up / spin down): -0.2776 / -0.2749 Eh
E_LUMO (spin up / spin down): -0.127 / -1.868 eV
F_max: 0.0186 hartree/bohr

Results of the Löwdin charge analysis, in e, for atoms 1 through 5: 1.527, -0.036, -0.231, -0.018, 0.022